Entry from the OMol25 dataset: a structure of composition C12H29AgN2O7 (ωB97M-V/def2-TZVPD).

## Properties
frontier orbital gap (alpha / beta)	7.0 / 6.7	eV
multiplicity	2
HOMO energy (alpha / beta)	-4.39 / -4.37	eV
DFT total energy	-34225.4095	eV
net charge	-1

```
51
Properties=species:S:1:pos:R:3:forces:R:3
Ag -0.403 1.048 0.047 -1.623 -0.910 0.751
C 1.819 3.858 2.423 -0.058 0.183 0.052
C 1.005 2.835 1.659 0.152 -0.682 -0.596
O 0.117 3.224 0.875 -0.121 0.736 0.040
O 1.309 1.613 1.799 -0.010 0.126 -0.093
H 1.515 3.821 3.470 0.214 0.004 0.063
H 1.652 4.865 2.042 -0.149 -0.018 -0.006
H 2.878 3.625 2.320 0.017 -0.110 0.237
C -3.468 2.320 3.049 -0.529 -0.143 0.397
C -3.340 1.354 1.880 -0.517 -0.910 -0.614
O -4.395 0.954 1.338 0.843 0.261 0.272
O -2.142 0.994 1.613 -0.226 0.083 0.203
H -2.935 1.896 3.903 0.502 0.439 -0.156
H -4.500 2.410 3.396 -0.091 0.050 -0.376
H -3.118 3.298 2.721 0.347 0.020 0.359
O -2.012 0.570 -1.322 0.082 0.166 0.207
H -1.815 0.053 -2.113 0.403 -0.066 0.088
C -1.705 -3.753 1.915 0.248 -0.473 1.240
C -0.595 -2.963 1.216 -1.136 -0.183 -0.420
C 0.016 -3.851 0.146 0.539 0.316 -0.384
O 0.953 -3.159 -0.707 -0.074 -0.345 0.311
C 2.295 -3.551 -0.509 -0.509 -0.361 0.360
N -1.140 -1.717 0.676 0.619 -0.302 0.664
H -1.356 -4.647 2.464 0.089 -0.021 -0.529
H -2.522 -4.029 1.252 0.031 0.019 -0.148
H -2.114 -3.154 2.735 -0.141 0.247 -0.304
H 0.161 -2.736 1.971 0.129 0.258 -0.150
H -0.741 -4.257 -0.536 -0.114 0.045 0.246
H 0.520 -4.681 0.660 -0.059 -0.058 -0.235
H 2.598 -3.398 0.534 0.099 0.084 -0.055
H 2.929 -2.964 -1.166 0.018 0.029 -0.081
H 2.396 -4.622 -0.733 0.240 0.087 -0.081
H -1.566 -1.234 1.465 -0.049 0.585 -0.376
H -1.890 -1.850 0.004 0.037 -0.076 -0.019
C 2.763 -0.264 -2.873 0.053 0.625 -0.906
C 1.822 0.528 -1.950 0.725 -1.148 -0.171
C 0.907 1.408 -2.784 0.189 0.092 0.564
O 0.209 2.228 -1.885 0.300 0.593 -0.776
C -0.624 3.196 -2.508 1.093 0.043 -0.180
N 1.077 -0.350 -1.016 0.940 0.226 -0.576
H 3.334 0.439 -3.499 -0.008 -0.025 0.212
H 2.219 -0.866 -3.610 -0.074 -0.235 0.346
H 3.507 -0.868 -2.355 -0.230 -0.112 0.197
H 2.478 1.144 -1.331 -0.352 0.302 0.070
H 0.240 0.778 -3.399 -0.093 0.151 0.083
H 1.533 2.020 -3.452 -0.132 -0.044 -0.059
H 0.022 3.836 -3.136 -0.240 -0.215 -0.234
H -1.005 3.866 -1.746 -0.388 -0.391 0.256
H -1.379 2.678 -3.097 -0.320 0.268 0.053
H 1.772 -0.749 -0.386 -0.337 0.352 0.327
H 0.718 -1.196 -1.460 -0.328 0.436 -0.072
```
Forces are in eV/Å.